Entry 1:
Here is C44H73Br2Cl5FI2KN3O5 as an isolated structure at a distorted geometry from the OMol25 dataset. Energies are from wB97M-V/def2-TZVPD.

The geometry in ORCA input format:
```
! RIJCOSX wB97M-V def2-TZVPD def2/J DEFGRID3
* xyz -1 1
C -3.275 -0.993 -4.579
C -1.816 -1.806 -4.642
C -0.738 -0.856 -5.432
C 0.837 -1.139 -5.065
C 1.131 -2.688 -4.533
C 2.767 -2.717 -4.194
C 3.196 -4.059 -3.304
C 3.066 -3.776 -1.694
C 4.526 -3.427 -0.961
C 4.252 -3.506 0.657
C 5.011 -2.295 1.516
C 3.931 -1.874 2.708
C 4.450 -0.615 3.642
C 4.400 0.810 2.833
C 3.305 1.893 3.392
C 4.037 2.801 4.544
I 3.099 4.811 4.800
C 4.282 2.028 5.978
C 3.896 2.909 7.306
I 6.463 1.591 6.168
C 3.200 2.960 2.133
O 4.116 3.773 1.599
O 1.883 3.107 1.496
C 0.986 2.176 2.200
Br -0.535 3.440 2.701
C 0.163 1.025 1.372
Cl -1.564 0.564 1.989
C 0.642 0.267 0.185
C 2.138 0.537 -0.427
Cl -0.420 -1.062 -0.633
C 1.725 1.485 3.532
F 1.368 0.036 3.292
C 0.979 1.716 5.009
O -0.360 1.052 5.072
O -0.851 1.139 6.290
H -4.042 -1.530 -3.845
H -3.786 -1.016 -5.650
H -3.152 0.120 -4.192
H -1.479 -2.030 -3.542
H -1.975 -2.801 -5.280
H -0.940 -1.000 -6.591
H -0.952 0.276 -5.134
H 1.265 -0.408 -4.245
H 1.515 -0.974 -6.028
H 0.519 -2.973 -3.572
H 0.920 -3.454 -5.423
H 3.002 -1.747 -3.541
H 3.327 -2.697 -5.228
H 2.422 -4.918 -3.578
H 4.270 -4.411 -3.653
H 2.596 -4.733 -1.165
H 2.379 -2.834 -1.442
H 4.905 -2.366 -1.280
H 5.359 -4.194 -1.329
H 3.075 -3.377 0.807
H 4.578 -4.547 1.084
H 5.975 -2.662 2.077
H 5.174 -1.317 0.880
H 3.766 -2.843 3.383
H 2.914 -1.670 2.157
H 5.576 -0.853 3.930
H 3.819 -0.651 4.628
H 5.497 1.275 2.914
H 4.228 0.703 1.676
H 5.127 3.049 4.125
H 3.761 0.985 6.067
H 4.544 3.904 7.395
H 2.746 3.129 7.420
H 4.226 2.253 8.246
H 2.149 0.034 -1.509
H 2.415 1.660 -0.598
H 2.889 -0.080 0.200
H 0.788 2.843 5.257
H 1.601 1.220 5.896
H -0.431 1.896 6.799
N -3.582 2.332 -2.841
C -4.257 3.306 -3.490
C -4.127 4.656 -3.204
C -3.256 5.032 -2.187
C -2.549 4.052 -1.498
C -2.743 2.728 -1.860
H -4.927 2.962 -4.273
H -4.692 5.395 -3.760
H -3.130 6.080 -1.933
H -1.863 4.312 -0.701
H -2.211 1.926 -1.355
C -5.511 0.867 -0.284
C -6.989 1.084 -0.010
C -7.813 -0.203 -0.020
C -7.991 -0.940 -1.350
N -8.651 -0.156 -2.514
C -9.514 -1.129 -3.350
C -10.843 -1.141 -2.623
C -11.049 0.301 -2.210
C -9.667 0.927 -2.111
C -7.566 0.421 -3.420
H -5.342 0.377 -1.247
H -4.993 1.831 -0.301
H -5.056 0.254 0.501
H -7.384 1.817 -0.720
H -7.088 1.543 0.981
H -8.799 0.000 0.411
H -7.345 -0.908 0.681
H -8.616 -1.820 -1.157
H -7.032 -1.320 -1.719
H -9.626 -0.703 -4.354
H -9.018 -2.101 -3.407
H -10.800 -1.784 -1.737
H -11.658 -1.508 -3.255
H -11.590 0.370 -1.260
H -11.644 0.836 -2.958
H -9.461 1.315 -1.116
H -9.577 1.755 -2.823
H -6.936 -0.401 -3.771
H -6.981 1.145 -2.850
H -8.043 0.916 -4.271
Br 6.421 -0.586 2.596
N 8.706 -3.506 2.661
C 8.577 -4.427 3.668
C 9.802 -5.030 3.852
C 10.702 -4.448 2.928
C 9.999 -3.508 2.207
H 7.963 -2.916 2.309
H 7.628 -4.575 4.164
H 10.023 -5.804 4.575
H 11.750 -4.688 2.802
H 10.308 -2.843 1.412
O 6.146 2.498 0.229
H 5.543 3.215 0.305
K 1.426 -5.803 -1.740
C 1.616 6.320 0.614
Cl 0.120 5.686 -0.083
Cl 1.460 8.038 0.998
H 1.843 5.770 1.530
H 2.428 6.188 -0.106
Cl 6.595 -4.577 1.380
*
```

- orbital gap (hartree) = 0.034
- HOMO energy (eV) = -1.252
- E (eV) = -299431.563

***

Entry 2:
Here is a 19-piece molecular cluster, C44H73Cl54NO3PS2 overall at a distorted geometry from the OMol25 dataset. Energies are from wB97M-V/def2-TZVPD.

The geometry in ORCA input format:
```
! RIJCOSX wB97M-V def2-TZVPD def2/J DEFGRID3
* xyz -1 1
C 1.755 6.632 3.769
C 2.914 7.020 2.857
C 2.669 6.848 1.356
C 2.055 5.501 0.930
C 0.514 5.537 0.882
C -0.154 4.583 -0.148
C 0.667 3.350 -0.540
C 1.405 3.503 -1.870
N 2.015 2.211 -2.276
C 3.341 2.077 -1.662
C 3.755 0.629 -1.447
C 5.019 0.530 -0.609
C 5.386 -0.955 -0.371
C 5.061 -1.425 1.060
C 6.313 -1.480 1.949
C 6.042 -1.210 3.422
C 7.252 -1.605 4.279
C 1.980 1.987 -3.638
S 3.260 1.729 -4.632
S 0.405 1.942 -4.400
C -0.790 1.457 -3.123
C -0.412 0.127 -2.449
C -1.095 0.002 -1.087
P -2.701 -1.019 -1.163
O -2.203 -2.050 0.210
C -2.867 -1.690 1.369
C -4.033 -0.751 0.991
C -4.419 0.012 2.243
O -5.575 0.810 2.097
C -5.336 2.128 1.631
C -5.581 3.130 2.742
C -4.556 3.014 3.879
O -3.538 0.054 -0.030
H 0.919 7.318 3.637
H 2.076 6.755 4.806
H 1.444 5.596 3.663
H 3.831 6.515 3.166
H 3.097 8.083 3.024
H 3.656 6.910 0.888
H 2.111 7.692 0.949
H 2.364 4.765 1.675
H 2.473 5.249 -0.037
H 0.230 6.560 0.629
H 0.102 5.359 1.873
H -0.473 5.144 -1.026
H -1.076 4.217 0.304
H 1.375 3.059 0.234
H 0.002 2.494 -0.664
H 0.765 3.910 -2.647
H 2.235 4.200 -1.728
H 4.110 2.665 -2.168
H 3.249 2.499 -0.660
H 3.817 0.075 -2.378
H 2.950 0.187 -0.851
H 5.863 1.059 -1.051
H 4.855 0.987 0.370
H 6.440 -1.106 -0.604
H 4.818 -1.583 -1.057
H 4.280 -0.805 1.501
H 4.658 -2.434 0.975
H 6.753 -2.474 1.854
H 7.049 -0.759 1.584
H 5.180 -1.796 3.750
H 5.824 -0.154 3.594
H 7.019 -1.557 5.340
H 8.092 -0.960 4.017
H 7.547 -2.616 4.002
H -1.764 1.324 -3.590
H -0.906 2.263 -2.401
H -0.764 -0.649 -3.137
H 0.668 0.016 -2.389
H -0.403 -0.469 -0.392
H -1.369 0.996 -0.729
H -1.992 -1.969 -2.017
H -3.200 -0.265 -2.318
H -3.876 -1.826 -1.250
H -2.213 -1.094 2.034
H -3.215 -2.525 1.993
H -4.949 -1.280 0.690
H -3.556 0.600 2.574
H -4.584 -0.737 3.022
H -5.972 2.347 0.771
H -4.307 2.203 1.272
H -6.584 2.989 3.143
H -5.465 4.126 2.303
H -3.561 2.929 3.442
H -4.770 2.136 4.483
H -4.598 3.909 4.496
C -0.568 -4.863 -2.045
Cl 0.219 -3.749 -3.155
Cl -1.510 -6.087 -2.928
Cl 0.634 -5.656 -1.022
H -1.239 -4.293 -1.407
C 4.006 -1.401 6.669
Cl 2.915 -2.353 5.666
Cl 3.175 -0.815 8.111
Cl 5.436 -2.342 7.107
H 4.334 -0.543 6.095
C -0.085 -7.550 2.892
Cl 1.607 -7.251 2.482
Cl -1.156 -6.732 1.766
Cl -0.415 -9.286 2.936
H -0.265 -7.152 3.881
C -0.087 4.620 -6.833
Cl 0.777 4.987 -8.328
Cl -0.043 5.991 -5.725
Cl -1.755 4.147 -7.175
H 0.403 3.781 -6.351
C 0.177 -0.262 11.329
Cl 1.909 0.055 11.198
Cl -0.708 0.560 10.046
Cl -0.144 -1.996 11.303
H -0.163 0.129 12.278
C -1.142 0.687 -8.824
Cl -1.841 -0.675 -7.963
Cl 0.507 0.970 -8.279
Cl -1.176 0.415 -10.576
H -1.732 1.569 -8.608
C 2.559 1.144 -11.265
Cl 3.590 1.973 -10.101
Cl 2.386 2.094 -12.744
Cl 3.183 -0.467 -11.627
H 1.578 1.031 -10.821
C -3.396 -8.368 -5.529
Cl -3.579 -9.799 -4.506
Cl -2.619 -8.796 -7.059
Cl -4.957 -7.612 -5.811
H -2.757 -7.661 -5.015
C -5.999 -4.470 -1.175
Cl -5.241 -3.350 -2.286
Cl -6.952 -5.698 -2.033
Cl -4.787 -5.226 -0.135
H -6.671 -3.914 -0.535
C -4.524 -3.936 -7.766
Cl -4.211 -3.130 -6.235
Cl -3.759 -5.522 -7.796
Cl -6.264 -4.074 -8.060
H -4.100 -3.337 -8.557
C -6.295 0.395 7.123
Cl -6.999 -0.839 8.180
Cl -4.658 0.797 7.646
Cl -6.309 -0.130 5.448
H -6.901 1.287 7.205
C -8.178 -4.608 7.708
Cl -9.784 -4.352 7.024
Cl -8.173 -6.009 8.785
Cl -6.972 -4.784 6.440
H -7.921 -3.735 8.294
C 7.439 -6.442 4.993
Cl 8.523 -6.123 3.636
Cl 7.169 -4.975 5.932
Cl 5.911 -7.114 4.429
H 7.912 -7.173 5.635
C -3.717 -12.803 -7.109
Cl -5.336 -12.489 -7.730
Cl -3.711 -14.225 -6.063
Cl -2.563 -12.992 -8.431
H -3.413 -11.948 -6.518
C 7.148 3.980 -0.629
Cl 5.608 4.239 0.191
Cl 8.239 5.339 -0.341
Cl 7.890 2.464 -0.112
H 6.962 3.919 -1.693
C -4.190 6.899 6.331
Cl -4.774 5.467 7.183
Cl -2.712 7.506 7.078
Cl -3.946 6.553 4.621
H -4.945 7.669 6.413
C 3.324 11.487 3.387
Cl 2.974 10.292 4.637
Cl 3.643 10.707 1.838
Cl 2.003 12.647 3.241
H 4.214 12.027 3.680
C -0.367 -4.372 -9.897
Cl 0.917 -3.265 -10.388
Cl -0.026 -5.068 -8.316
Cl -1.925 -3.540 -9.895
H -0.417 -5.176 -10.619
*
```

- orbital gap (hartree) = 0.228
- HOMO energy (eV) = -4.800
- E (eV) = -761613.910

***

Entry 3:
Here is a 4-piece molecular cluster, C44H74N2O8S4 overall at a distorted geometry from the OMol25 dataset. Energies are from wB97M-V/def2-TZVPD.

The geometry in ORCA input format:
```
! RIJCOSX wB97M-V def2-TZVPD def2/J DEFGRID3
* xyz 0 1
C -3.199 0.997 -0.671
C -4.361 2.177 -0.541
C -4.344 3.203 -1.854
C -4.632 2.394 -3.282
C -4.157 3.261 -4.615
C -2.539 3.515 -4.530
C -1.678 2.935 -5.800
C -1.705 1.304 -5.970
C -0.844 0.504 -4.783
C -1.139 -1.113 -5.058
C -0.598 -2.090 -3.851
C 0.971 -1.779 -3.415
C 1.714 -3.218 -3.161
C 1.164 -4.035 -1.825
C 1.996 -3.528 -0.507
C 1.072 -2.920 0.706
C -0.043 -3.914 1.458
C -1.019 -3.413 2.698
N -2.030 -4.308 3.418
C -1.417 -4.636 4.795
C -0.821 -6.198 4.826
C -0.919 -1.850 3.247
C 0.188 -0.878 2.526
C 1.198 -1.355 1.282
N 2.175 -0.377 0.668
C 3.043 0.317 1.693
C 4.680 0.320 1.517
C 5.602 1.084 2.657
O 7.082 0.998 2.442
C 7.737 0.333 3.581
C 7.683 -1.318 3.527
C 8.598 -1.990 4.755
O 6.304 -1.861 3.751
C 4.908 1.878 3.930
C 3.250 1.894 4.137
C 2.357 1.087 3.010
S 0.453 0.930 3.086
H -3.616 0.227 -1.472
H -3.054 0.489 0.399
H -2.183 1.419 -1.095
H -4.118 2.817 0.413
H -5.453 1.745 -0.473
H -3.257 3.692 -1.838
H -5.117 4.096 -1.691
H -5.793 2.168 -3.286
H -4.030 1.390 -3.316
H -4.755 4.288 -4.579
H -4.487 2.722 -5.620
H -2.339 4.679 -4.435
H -2.072 3.020 -3.555
H -2.101 3.441 -6.770
H -0.551 3.279 -5.702
H -2.797 0.884 -5.961
H -1.222 0.997 -7.017
H 0.309 0.766 -4.878
H -1.294 0.844 -3.733
H -0.622 -1.405 -6.073
H -2.306 -1.229 -5.174
H -1.253 -1.919 -2.896
H -0.613 -3.241 -4.161
H 1.480 -1.307 -4.387
H 1.059 -1.018 -2.510
H 2.878 -2.977 -3.059
H 1.595 -3.930 -4.111
H -0.002 -4.023 -1.712
H 1.461 -5.175 -2.014
H 2.849 -2.821 -0.884
H 2.543 -4.488 -0.059
H -0.088 -5.031 1.050
H -2.167 -5.216 2.917
H -0.497 -3.944 5.055
H -2.195 -4.496 5.676
H -0.598 -6.590 3.725
H 0.134 -6.155 5.507
H -1.602 -6.898 5.358
H -1.632 -1.498 4.132
H 2.719 -0.783 -0.125
H 5.113 -0.247 0.572
H 8.887 0.631 3.530
H 7.364 0.708 4.638
H 8.143 -1.752 2.514
H 8.128 -3.040 5.075
H 8.546 -1.304 5.713
H 9.715 -2.166 4.448
H 6.198 -2.057 4.748
H 5.651 2.414 4.690
H 2.736 2.443 5.062
O 10.406 -4.867 2.943
S 9.501 -5.833 2.356
O 9.228 -7.115 2.974
C 7.952 -5.021 2.013
C 8.127 -4.457 0.610
C 8.817 -5.557 -0.195
C 9.971 -6.090 0.652
H 7.759 -4.252 2.763
H 7.164 -5.779 2.037
H 7.167 -4.172 0.169
H 8.765 -3.566 0.640
H 8.103 -6.365 -0.396
H 9.174 -5.188 -1.162
H 10.139 -7.156 0.478
H 10.894 -5.533 0.467
O -3.062 5.760 -2.217
S -3.840 6.750 -1.503
O -5.243 6.560 -1.196
C -2.976 7.171 -0.002
C -2.053 8.311 -0.407
C -2.889 9.222 -1.305
C -3.623 8.331 -2.306
H -2.441 6.299 0.378
H -3.718 7.506 0.728
H -1.667 8.845 0.466
H -1.198 7.919 -0.971
H -3.618 9.767 -0.693
H -2.269 9.964 -1.817
H -4.601 8.742 -2.569
H -3.029 8.173 -3.211
O -8.275 1.093 -1.314
S -8.464 1.895 -0.124
O -7.893 3.219 0.017
C -10.209 1.981 0.227
C -10.476 0.767 1.104
C -9.314 0.708 2.094
C -8.024 0.910 1.301
H -10.778 1.972 -0.704
H -10.394 2.911 0.774
H -11.441 0.845 1.614
H -10.488 -0.143 0.493
H -9.423 1.511 2.833
H -9.296 -0.240 2.641
H -7.269 1.439 1.888
H -7.621 -0.041 0.944
*
```

- relative energy (zero: lowest compared OMol25 entry of this formula, charge and spin) (kcal/mol) = 517.8
- orbital gap (hartree) = 0.273
- HOMO energy (eV) = -7.362
- SMILES = CCCCCCCCCCCCCCCc1cc(NCC)cc2c1Nc1cc(OC[C@@H](C)O)ccc1S2.O=S1(=O)CCCC1.O=S1(=O)CCCC1.O=S1(=O)CCCC1
- E (eV) = -109502.640

***

The highest E belongs to which entry?
C44H74N2O8S4

***

The highest E belongs to which entry?
C44H74N2O8S4

***

What is the E in the first record?
-299431.563 eV

***

The highest orbital gap belongs to which entry?
C44H74N2O8S4